ORCA calculation (wB97M-V/def2-TZVPD) on a gas-phase ion, CH4FN2O (charge +1) in a non-equilibrium geometry.

Each line ends with the Löwdin charge.
CARTESIAN COORDINATES (ANGSTROEM)
1 N 1.56437 -0.09071 -0.08463  0.276
2 C 0.28157 -0.37898 -0.02767  -0.307
3 F -0.07663 -1.59577 -0.14700  0.260
4 N -0.78757 0.48285 0.07476  0.027
5 O -1.98267 0.03038 -0.10178  0.061
6 H 1.97542 0.74730 0.24273  0.139
7 H 2.20179 -0.74707 -0.55075  0.174
8 H -0.56852 1.42266 -0.10281  0.166
9 H -2.60777 0.12936 0.69715  0.203

Computed properties:
energy relative to the best compared isomer or geometry (same formula, charge and spin)	7.4	kcal per mole
frontier orbital gap	11.69	eV
total charge	+1
E_HOMO	-15.92	eV
electronic energy	-324.789333	Ha
2S+1	1